DFT (ωB97M-V/def2-TZVPD) results for a molecular structure, C10H17F3NiO6S.

Last column: Löwdin spin population.
Positions of all 38 atoms, in Å:
H  -2.493  0.197  -2.427  0.000
O  -3.087  -0.724  -0.239  0.100
H  0.831  -0.431  -1.623  0.000
H  2.933  -2.942  1.448  0.000
F  1.668  4.250  0.909  0.000
C  0.079  2.496  0.885  0.000
H  2.591  -1.231  1.678  0.000
F  2.248  2.373  1.835  0.000
H  -0.827  0.740  -2.273  0.001
H  0.437  0.743  2.052  0.000
H  -0.722  -2.220  -0.008  0.000
H  -2.101  1.601  -1.417  0.000
C  2.317  -2.115  1.102  0.000
C  -0.894  -1.631  -0.911  0.000
H  -1.215  3.548  -0.137  0.000
Ni  4.680  -3.013  -1.602  1.006
H  -0.372  3.001  1.742  0.000
C  2.459  -1.855  -0.397  0.001
O  -3.807  -0.969  2.024  0.719
C  -1.223  0.209  0.835  0.001
C  -1.764  0.620  -1.734  0.004
H  0.770  0.554  0.324  0.000
O  -0.528  2.897  -0.318  0.000
H  -1.173  -0.673  1.482  0.001
H  3.408  -2.424  -0.756  -0.006
S  -3.633  0.062  0.940  -0.015
F  2.108  2.519  -0.328  0.000
O  -2.422  0.968  1.250  -0.008
H  0.295  -1.695  -2.718  0.000
H  1.284  -2.390  1.315  0.000
C  0.068  0.974  1.054  0.000
H  2.669  -0.805  -0.628  0.000
O  1.440  -2.362  -1.201  -0.001
H  -1.576  -2.196  -1.548  0.000
C  -1.604  -0.330  -0.567  0.002
C  1.548  2.935  0.828  0.000
C  0.449  -1.456  -1.667  0.000
O  -4.839  0.774  0.799  0.195

**Lowest unoccupied orbital energy (spin up / spin down)**: -8.61 / -11.56 eV
**Charge**: +2
**Max |F|**: 0.6 eV/Å
**Calculated total energy**: -3047.92865 Ha
**2S+1**: 3